Entry 1:
{"formula": "C3H4N6", "method": "ωB97M-V with the def2-TZVPD basis set", "elements": ["C", "C", "C", "N", "N", "N", "N", "N", "N", "H", "H", "H", "H"], "xyz": [[1.230, -1.056, -0.178], [-1.048, -1.165, 0.185], [-1.420, 0.149, -0.423], [2.439, -0.763, -0.131], [2.817, 0.496, 0.079], [1.865, 1.346, 0.204], [0.163, -1.609, 0.213], [0.722, 0.929, -0.148], [-0.529, 1.215, 0.104], [-1.765, -1.719, 0.770], [-1.269, 0.156, -1.509], [-2.448, 0.408, -0.183], [-0.757, 1.613, 1.016]], "e_lumo_ha": [-0.0151, -0.0151], "e_homo_ha": [-0.3007, -0.3007], "e_tot_ev": -12110.257}

***

Entry 2:
{"formula": "C3H4NO", "method": "ωB97M-V with the def2-TZVPD basis set", "elements": ["C", "C", "C", "N", "O", "H", "H", "H", "H"], "xyz": [[-0.681, 0.150, -0.139], [0.509, 0.473, -0.193], [-2.029, -0.169, 0.135], [3.653, 0.556, 0.265], [4.165, -0.502, -0.280], [-2.644, 0.314, -0.585], [-2.341, -1.294, -0.097], [-2.216, -0.003, 1.118], [1.585, 0.475, -0.225]], "total_charge": -1, "e_lumo_ha": [0.1285, 0.1285], "e_homo_ha": [-0.0231, -0.0232], "e_tot_ev": -6708.458}

***

Entry 3:
{"formula": "C3H4NO", "method": "ωB97M-V with the def2-TZVPD basis set", "elements": ["C", "C", "C", "N", "O", "H", "H", "H", "H"], "xyz": [[0.291, 1.645, -0.220], [-0.083, 0.311, 0.031], [0.288, -1.147, 0.463], [-1.012, -0.662, -0.066], [-1.784, -1.309, -1.033], [-0.371, 2.239, -0.672], [1.197, 2.020, 0.210], [0.954, -1.689, -0.182], [0.521, -1.408, 1.469]], "total_charge": -1, "smiles": "C=C1CN1[O-]", "e_lumo_ha": 0.1682, "e_homo_ha": -0.0713, "e_tot_ev": -6709.105}

***

Entry 4:
{"formula": "C3H4NO", "method": "ωB97M-V with the def2-TZVPD basis set", "elements": ["C", "N", "C", "C", "O", "H", "H", "H", "H"], "xyz": [[1.549, 0.246, -0.705], [0.534, -0.341, -0.952], [-0.728, -0.418, -0.332], [-0.520, 0.293, 1.040], [0.570, 0.739, 1.218], [2.491, 0.538, -0.903], [-0.925, -1.424, -0.156], [-1.574, 0.073, -1.061], [-1.396, 0.293, 1.851]], "total_charge": 1, "smiles": "C#[N+]CC=O", "e_lumo_ha": -0.2085, "e_homo_ha": -0.6069, "e_tot_ev": -6703.055}

***

Entry 5:
{"formula": "C3H4NO", "method": "ωB97M-V with the def2-TZVPD basis set", "elements": ["C", "C", "C", "N", "O", "H", "H", "H", "H"], "xyz": [[-0.135, 0.278, -0.911], [0.743, 1.615, 0.843], [-0.516, -1.069, -0.491], [-0.380, -1.556, 0.665], [0.361, 1.016, -0.081], [-0.597, 0.576, -1.791], [0.121, -1.180, 1.453], [1.259, 2.018, 1.717], [-0.856, -1.699, -1.405]], "total_charge": 1, "e_lumo_ha": [-0.2485, -0.2531], "e_homo_ha": [-0.5343, -0.5378], "e_tot_ev": -6697.849}

***

Entry 6:
{"formula": "C3H4NO", "method": "ωB97M-V with the def2-TZVPD basis set", "elements": ["C", "N", "C", "C", "O", "H", "H", "H", "H"], "xyz": [[-0.463, -0.930, -0.037], [-0.789, 0.313, 0.340], [0.237, 1.117, -0.104], [1.280, 0.218, -0.045], [2.211, -0.409, 0.229], [0.011, -1.007, -0.911], [-0.986, -1.861, 0.392], [-1.686, 0.518, 0.818], [0.186, 2.042, -0.682]], "total_charge": 1, "smiles": "C=[NH+]C=C=O", "e_lumo_ha": [-0.2341, -0.2342], "e_homo_ha": [-0.5537, -0.5537], "e_tot_ev": -6702.319}

***

Entry 7:
{"formula": "C3H4NO", "method": "ωB97M-V with the def2-TZVPD basis set", "elements": ["C", "N", "C", "C", "O", "H", "H", "H", "H"], "xyz": [[-1.655, -0.518, -0.061], [-0.974, 0.447, -0.071], [0.312, 0.824, -0.134], [1.121, -0.552, -0.073], [0.489, -1.556, -0.094], [-2.448, -1.061, 0.158], [0.549, 1.375, 0.904], [0.427, 1.685, -0.811], [2.180, -0.644, 0.180]], "total_charge": 1, "smiles": "C#[N+]CC=O", "e_lumo_ha": -0.2063, "e_homo_ha": -0.6013, "e_tot_ev": -6702.934}

***

Entry 8:
{"formula": "C3H4NO2", "method": "ωB97M-V with the def2-TZVPD basis set", "elements": ["C", "C", "C", "N", "O", "O", "H", "H", "H", "H"], "xyz": [[2.780, -1.006, -0.195], [0.267, 0.592, -0.022], [-1.970, 0.163, -0.012], [1.937, -0.248, -0.185], [0.512, 1.657, 0.373], [-0.532, -0.278, -0.340], [3.653, -1.666, -0.043], [-2.056, -0.264, 1.020], [-2.676, -0.098, -0.875], [-1.914, 1.149, 0.279]], "total_charge": 1, "e_lumo_ha": -0.1591, "e_homo_ha": -0.6532, "e_tot_ev": -8750.764}

***

Entry 9:
{"formula": "C3H4NO2S", "method": "ωB97M-V with the def2-TZVPD basis set", "elements": ["C", "C", "C", "N", "O", "O", "S", "H", "H", "H", "H"], "xyz": [[-1.690, 0.678, 0.164], [0.446, -0.963, -0.094], [1.056, 0.224, -0.659], [-0.594, 0.937, 0.737], [1.020, -1.361, 1.121], [-0.496, -1.561, -0.642], [2.565, 0.756, -0.064], [-2.576, 1.293, 0.377], [-1.842, -0.192, -0.629], [0.700, 0.675, -1.654], [1.412, -0.485, 1.343]], "total_charge": -1, "e_lumo_ha": [0.1373, 0.1373], "e_homo_ha": [-0.1248, -0.1247], "e_tot_ev": -19595.091}

***

Entry 10:
{"formula": "C3H4NO3", "method": "ωB97M-V with the def2-TZVPD basis set", "elements": ["O", "C", "N", "C", "O", "O", "C", "H", "H", "H", "H"], "xyz": [[0.991, -2.153, 0.318], [0.741, -1.027, -0.031], [-0.454, -0.427, 0.344], [-0.900, 0.893, 0.096], [-0.060, 1.805, 0.325], [-2.039, 1.090, -0.234], [1.718, -0.198, -0.799], [-0.975, -0.786, 1.141], [1.255, 0.562, -1.431], [2.421, -0.831, -1.340], [2.291, 0.324, -0.029]], "spin_multiplicity": 2, "e_lumo_ha": [0.0202, -0.1411], "e_homo_ha": [-0.3988, -0.3953], "e_tot_ev": -10806.820, "s_squared": 0.757}

***

Entry 11:
{"formula": "C3H4NO3", "method": "ωB97M-V with the def2-TZVPD basis set", "elements": ["C", "C", "C", "N", "O", "O", "O", "H", "H", "H", "H"], "xyz": [[-0.640, -0.553, 2.310], [0.059, 0.010, 1.074], [0.513, 0.740, -1.391], [0.106, -0.041, -2.306], [-1.330, 0.139, 2.938], [0.905, 1.732, -0.968], [-0.048, -0.468, -0.020], [-0.357, -1.618, 2.484], [0.491, 1.037, 1.110], [0.449, 0.025, -3.219], [-0.148, -1.003, -2.012]], "total_charge": 1, "e_lumo_ha": -0.2031, "e_homo_ha": -0.5539, "e_tot_ev": -10798.984}

***

Entry 12:
{"formula": "C3H4NO3S", "method": "ωB97M-V with the def2-TZVPD basis set", "elements": ["C", "C", "C", "N", "O", "O", "O", "S", "H", "H", "H", "H"], "xyz": [[-0.078, -0.183, 1.302], [-0.525, 1.506, -0.518], [-0.572, 0.036, -0.166], [0.850, -0.817, -1.125], [-0.353, 0.672, 2.110], [0.586, -1.252, 1.525], [2.190, -2.786, -0.497], [0.862, -2.181, -0.325], [0.317, 1.760, -0.961], [-0.588, 1.953, 0.470], [-1.449, 1.947, -1.162], [-1.240, -0.655, -0.654]], "total_charge": -1, "e_lumo_ha": 0.1397, "e_homo_ha": -0.1621, "e_tot_ev": -21642.619}

***

- What is the formula in the twelfth record?
  C3H4NO3S

***

What did the eleventh record say?
{"formula": "C3H4NO3", "method": "ωB97M-V with the def2-TZVPD basis set", "elements": ["C", "C", "C", "N", "O", "O", "O", "H", "H", "H", "H"], "xyz": [[-0.640, -0.553, 2.310], [0.059, 0.010, 1.074], [0.513, 0.740, -1.391], [0.106, -0.041, -2.306], [-1.330, 0.139, 2.938], [0.905, 1.732, -0.968], [-0.048, -0.468, -0.020], [-0.357, -1.618, 2.484], [0.491, 1.037, 1.110], [0.449, 0.025, -3.219], [-0.148, -1.003, -2.012]], "total_charge": 1, "e_lumo_ha": -0.2031, "e_homo_ha": -0.5539, "e_tot_ev": -10798.984}